Version a
The following is a DFT calculation (ωB97M-V/def2-TZVPD) of the molecule C4H7FO.

XYZ file:
```
13
Properties=species:S:1:pos:R:3:lowdin_charge:R:1
C -1.6389 0.2990 0.3906 -0.22
C -0.2569 -0.1323 -0.0325 -0.07
C 0.8437 0.6398 -0.0492 -0.08
C 2.0692 -0.0725 -0.5002 -0.20
H -2.8843 -1.1866 0.4778 0.07
H -1.6931 0.3460 1.4494 0.11
H -1.8650 1.2504 -0.0673 0.12
H -0.1456 -1.1684 -0.2106 0.10
H 0.8875 1.6741 0.2682 0.11
H 2.8027 0.3669 -1.2431 0.13
H 1.7695 -1.0588 -0.9556 0.11
O -2.7505 -0.4839 -0.1515 -0.07
F 2.8619 -0.4738 0.6239 -0.11
```

Summary:
- SMILES = OC/C=C/CF
- HOMO-LUMO gap (eV) = 11.038

=====

Version b
The following is a DFT calculation (ωB97M-V/def2-TZVPD) of the molecule C4H7FO.

XYZ file:
```
13
Properties=species:S:1:pos:R:3:lowdin_charge:R:1
C 1.3032 -0.4651 -0.0300 -0.21
C 0.4122 0.7742 -0.0716 -0.13
C -1.0621 0.5309 -0.3921 -0.24
C -2.0110 0.0601 0.6063 -0.16
H 0.9401 -1.0277 0.8125 0.11
H 1.2555 -1.1897 -0.8878 0.14
H 0.4639 1.3811 0.8430 0.12
H 0.7032 1.4833 -0.8280 0.10
H -1.4732 1.0156 -1.2747 0.14
H -1.6955 -0.0798 1.6103 0.11
H -3.0087 0.4663 0.4583 0.11
O -1.5636 -0.8630 -0.3499 -0.05
F 2.6077 -0.0607 0.1544 -0.05
```

Summary:
- SMILES = FCC[C@@H]1CO1
- HOMO-LUMO gap (eV) = 11.603

=====

Version c
The following is a DFT calculation (ωB97M-V/def2-TZVPD) of the molecule C4H7FO.

XYZ file:
```
13
Properties=species:S:1:pos:R:3:lowdin_charge:R:1
C -1.8527 -0.6899 0.0610 -0.07
C 0.2340 0.4207 -0.6589 -0.27
C 1.2835 1.1791 0.2103 -0.01
C 1.1809 -0.3088 0.2298 -0.33
H -2.1912 -0.6573 1.1405 0.09
H -2.6439 -0.8794 -0.6790 0.08
H -1.1217 -1.6092 0.0107 0.11
H 0.3438 0.4563 -1.7422 0.15
H 0.9328 1.6012 1.1461 0.10
H 2.0687 1.7708 -0.3377 0.13
H 0.7398 -0.6973 1.1208 0.14
O -1.0931 0.5381 -0.2426 -0.17
F 2.1191 -1.1242 -0.2588 0.04
```

Summary:
- SMILES = CO[C@H]1C[C@@H]1F
- HOMO-LUMO gap (eV) = 10.975

=====

Tell me which of them is the least stable. Sure, it is version c.

=====

Version a
The following is a DFT calculation (ωB97M-V/def2-TZVPD) of the ion C5H10N2 with charge +2.

XYZ file:
```
17
Properties=species:S:1:pos:R:3:lowdin_charge:R:1
C -0.7503 0.4281 0.0220 -0.03
C -0.3024 1.9177 2.1320 0.31
C 0.9674 -1.6905 0.6502 0.25
C -0.1716 -1.4279 -1.5002 0.00
C -0.0730 1.6440 -0.3849 0.02
N 0.2146 -0.9631 -0.1553 -0.02
N -0.4429 1.4382 0.9708 0.02
H 0.2775 2.8590 2.2908 0.18
H -0.9022 1.5166 2.8397 0.11
H 1.5750 -2.4755 0.4615 0.10
H 1.0593 -1.5893 1.7528 0.15
H -0.7034 -2.3483 -1.4040 0.11
H 0.7902 -1.6236 -2.1489 0.17
H -0.7920 -0.7294 -2.0329 0.10
H 1.0068 1.6536 -0.8518 0.22
H -0.5645 2.3070 -0.9331 0.10
H -1.8702 0.2513 -0.2069 0.22
```

Summary:
- SMILES = C=[N+](C)[C@@H]1C[N+]1=C
- HOMO-LUMO gap (eV) = 11.029
- net charge = +2

=====

Version b
The following is a DFT calculation (ωB97M-V/def2-TZVPD) of the ion C5H10N2 with charge +2.

XYZ file:
```
17
Properties=species:S:1:pos:R:3:lowdin_charge:R:1
C -1.4391 0.3164 0.0635 0.24
C 0.6645 -0.1374 1.0456 0.04
C 1.1316 -0.1564 -1.3999 0.10
C 1.0580 -0.0942 -2.7923 0.02
C -1.2941 0.0881 2.3299 0.07
N 1.3519 -0.2848 -0.1196 0.13
N -0.6832 -0.0162 1.0350 -0.11
H -0.9715 0.4977 -1.0179 0.17
H 1.1226 -0.4120 1.9365 0.16
H -2.4538 0.4654 0.2659 0.13
H 1.9926 -0.5477 -3.0254 0.12
H 1.0604 0.9722 -3.2073 0.19
H 0.2534 -0.7314 -3.1384 0.13
H -1.4956 -0.8973 2.5199 0.11
H -2.1439 0.6544 2.3332 0.10
H -0.6103 0.4836 3.0667 0.14
H 2.4567 -0.2007 0.1045 0.28
```

Summary:
- HOMO-LUMO gap (alpha / beta) (eV) = 8.636 / 6.802
- net charge = +2

=====

Tell me which of them is the least stable. Sure, it is version b.

=====

Version a
The following is a DFT calculation (ωB97M-V/def2-TZVPD) of a cluster of 4 separate species, C2H13NO3 in total.

XYZ file:
```
19
Properties=species:S:1:pos:R:3:lowdin_charge:R:1
C 0.7543 2.1865 2.0914 -0.13
C 0.1034 0.8276 1.8449 -0.34
N -0.2964 0.5709 0.4778 -0.02
H 0.1294 2.9807 2.5007 0.06
H 1.5045 2.2202 2.8955 0.07
H 1.2852 2.5775 1.2032 0.08
H 0.8819 0.1271 2.1888 0.11
H -0.6751 0.8272 2.6324 0.10
H -0.9314 -0.2083 0.2350 0.05
H -0.7435 1.4399 0.1917 0.09
H -2.3894 -2.3279 -0.1511 0.05
H -0.9929 -2.0510 -0.7045 0.00
O -1.5322 -1.9708 0.1090 -0.08
H 0.9804 0.3229 -0.7461 0.01
H 2.3492 0.4124 -1.3450 0.03
O 1.4406 0.6155 -1.6049 -0.13
H -1.0158 -1.7244 -2.9296 0.07
H 0.4309 -1.2634 -2.6675 0.05
O -0.2911 -1.7905 -2.2877 -0.06
```

Summary:
- SMILES = CCN.O.O.O
- HOMO-LUMO gap (eV) = 9.925

=====

Version b
The following is a DFT calculation (ωB97M-V/def2-TZVPD) of a cluster of 4 separate species, C2H13NO3 in total.

XYZ file:
```
19
Properties=species:S:1:pos:R:3:lowdin_charge:R:1
C 0.0143 2.2884 -1.9285 -0.09
C -0.9895 1.4429 -1.0869 -0.32
N -0.4846 0.2257 -0.4251 -0.03
H -0.2018 3.3683 -1.8080 0.07
H 0.9865 1.9209 -1.6655 0.06
H -0.3146 2.2302 -2.9693 0.06
H -1.2924 2.0116 -0.1976 0.09
H -1.9476 1.4273 -1.6075 0.10
H -1.1152 -0.5419 -0.6976 0.09
H 0.3836 -0.1404 -0.8379 0.07
H -1.2227 -1.9887 2.1687 0.04
H 0.0862 -2.0545 2.7999 0.02
O -0.4860 -2.6020 2.2515 -0.06
H 1.4309 -1.9363 0.4677 -0.01
H 0.6493 -3.2709 0.3546 0.01
O 1.1593 -2.6307 -0.1421 -0.07
H 0.5449 0.1355 1.2044 0.01
H 1.5719 0.4006 2.3444 0.04
O 1.2276 -0.2859 1.7748 -0.08
```

Summary:
- SMILES = CCN.O.O.O
- HOMO-LUMO gap (eV) = 10.566

=====

Tell me which of them is the least stable. Sure, it is version b.

=====

Version a
The following is a DFT calculation (ωB97M-V/def2-TZVPD) of a cluster of 3 separate species, CH5O4 in total.

XYZ file:
```
10
Properties=species:S:1:pos:R:3:lowdin_charge:R:1
O 0.7539 1.1479 0.4980 -0.15
C 1.3067 0.7038 -0.5437 -0.61
O 0.9359 -0.2293 -1.3020 -0.12
H 1.8762 1.4464 -1.1335 0.09
H 0.5412 -0.3577 1.8989 0.01
H -0.5845 0.2886 1.6404 0.00
O -0.3911 -0.5466 2.1131 -0.13
H -1.1627 -1.0022 -1.1480 0.00
H -1.9757 -0.1297 -0.4040 0.02
O -2.1188 -0.8937 -0.9899 -0.10
```

Summary:
- HOMO-LUMO gap (eV) = 9.166
- net charge = -1

=====

Version b
The following is a DFT calculation (ωB97M-V/def2-TZVPD) of a cluster of 3 separate species, CH5O4 in total.

XYZ file:
```
10
Properties=species:S:1:pos:R:3:lowdin_charge:R:1
O -2.0345 -1.4063 0.0266 -0.15
C -1.0032 -2.0537 -0.2698 -0.67
O 0.1795 -1.7396 -0.0085 -0.14
H -1.0774 -3.0606 -0.7475 0.08
H 3.0013 1.2726 -0.4501 0.02
H 1.7055 1.7869 0.0921 0.03
O 2.5669 2.0980 -0.2484 -0.08
H -0.9907 0.2867 0.6710 0.00
H -1.5773 1.5687 0.2679 0.01
O -0.7699 1.2474 0.6667 -0.10
```

Summary:
- HOMO-LUMO gap (eV) = 8.668
- net charge = -1

=====

Tell me which of them is the least stable. Sure, it is version a.

=====

Version a
The following is a DFT calculation (ωB97M-V/def2-TZVPD) of a cluster of 2 separate species, C3H3NO2 in total.

XYZ file:
```
9
Properties=species:S:1:pos:R:3:lowdin_charge:R:1
O -0.0624 1.3457 -1.0413 -0.05
C 0.1022 0.3307 -0.2562 -0.53
C -1.0689 -0.6565 0.0349 -0.19
O -2.1532 -0.4548 -0.4261 0.13
C 1.4119 -0.3817 -0.2253 -0.13
N 2.4074 -0.9701 -0.2533 0.19
H 0.0325 1.4671 0.3653 0.22
H 0.1441 0.8373 1.1176 0.21
H -0.8135 -1.5177 0.6845 0.14
```

Summary:
- HOMO-LUMO gap (eV) = 9.281

=====

Version b
The following is a DFT calculation (ωB97M-V/def2-TZVPD) of the molecule C3H3NO2.

XYZ file:
```
9
Properties=species:S:1:pos:R:3:lowdin_charge:R:1
O -0.1139 1.4301 -0.7336 0.11
C 0.1286 0.2004 -0.3073 -0.28
C -1.0428 -0.5810 0.1025 -0.23
O -2.1529 -0.0994 -0.0535 0.04
C 1.4674 -0.2283 0.0152 -0.31
N 2.6182 -0.5467 -0.0479 0.19
H -1.0772 1.5743 -0.5927 0.13
H 1.0437 -0.1527 1.1276 0.20
H -0.8711 -1.5967 0.4896 0.14
```

Summary:
- HOMO-LUMO gap (alpha / beta) (eV) = 8.300 / 7.536

=====

Version c
The following is a DFT calculation (ωB97M-V/def2-TZVPD) of a cluster of 2 separate species, C3H3NO2 in total.

XYZ file:
```
9
Properties=species:S:1:pos:R:3:lowdin_charge:R:1
C 0.6386 -0.0270 0.2367 0.02
C 0.3862 -1.2507 0.2755 -0.04
C -0.7372 -0.5198 -0.2664 -0.08
N 1.0518 -2.9713 1.1161 -0.32
O 2.1946 -3.0600 1.2729 0.11
O 0.1691 -3.6212 1.5688 0.08
H 1.1995 0.8214 0.5031 0.09
H -1.6778 -0.4256 0.2149 0.08
H -0.7159 -0.6829 -1.3281 0.07
```

Summary:
- HOMO-LUMO gap (eV) = 9.440

=====

Version d
The following is a DFT calculation (ωB97M-V/def2-TZVPD) of a cluster of 2 separate species, C3H3NO2 in total.

XYZ file:
```
9
Properties=species:S:1:pos:R:3:lowdin_charge:R:1
O -1.5878 -2.7048 1.0055 0.03
C -0.6688 -2.0585 1.1718 0.00
C 1.3513 0.4187 0.1254 -0.03
N 0.6536 0.5108 -0.9260 0.04
C -0.6788 0.9220 -0.8475 -0.36
O -1.5733 0.2577 -0.3830 0.03
H 0.9838 0.6995 1.1179 0.09
H 2.3746 0.0496 0.0552 0.08
H -0.8547 1.9049 -1.3195 0.13
```

Summary:
- HOMO-LUMO gap (eV) = 10.805

=====

Tell me which of them is the least stable. Sure, it is version c.

=====

Version a
The following is a DFT calculation (ωB97M-V/def2-TZVPD) of the molecule C3H3NO2.

XYZ file:
```
9
Properties=species:S:1:pos:R:3:lowdin_charge:R:1
C -1.4224 -0.1895 0.1788 -0.02
O -0.0514 -0.5266 -0.0427 -0.04
C 0.8323 0.3945 -0.4076 -0.51
O 0.6448 1.4643 -0.9150 0.15
C 2.1499 -0.1399 -0.0043 -0.08
N 3.1172 -0.5999 0.4282 0.18
H -1.8107 -1.0668 0.6946 0.10
H -1.4948 0.6914 0.8213 0.10
H -1.9650 -0.0276 -0.7532 0.10
```

Summary:
- SMILES = COC(=O)C#N
- HOMO-LUMO gap (eV) = 11.982

=====

Version b
The following is a DFT calculation (ωB97M-V/def2-TZVPD) of a structure of composition C3H3NO2.

XYZ file:
```
9
Properties=species:S:1:pos:R:3:lowdin_charge:R:1
C -1.1813 -0.2585 -0.1795 -0.60
C 0.9278 0.4668 -0.0019 -0.14
C 0.8906 -0.8189 -0.0324 -0.10
H -1.1371 1.7863 0.3033 0.32
H 1.7601 0.9294 0.2586 0.08
H 1.8383 -1.4027 0.0789 0.15
N -0.3495 0.8754 -0.3237 0.08
O -2.3508 -0.2358 0.0591 0.10
O -0.3982 -1.3420 -0.1623 0.11
```

Summary:
- HOMO-LUMO gap (eV) = 9.384

=====

Version c
The following is a DFT calculation (ωB97M-V/def2-TZVPD) of a cluster of 2 separate species, C3H3NO2 in total.

XYZ file:
```
9
Properties=species:S:1:pos:R:3:lowdin_charge:R:1
C 1.7904 1.0806 -0.1572 -0.02
C 1.7992 -0.0785 -0.4024 -0.04
C -1.6443 0.1618 1.0920 -0.28
N -0.9477 -0.2939 0.2144 0.02
O -2.1789 0.5724 2.0491 0.16
O -1.2018 -0.8476 -1.0060 0.02
H 1.5734 2.1722 0.0555 0.06
H 1.7211 -1.0521 -0.7665 0.01
H -0.9113 -1.7149 -1.0790 0.07
```

Summary:
- SMILES = O=C=NO.C#C
- HOMO-LUMO gap (eV) = 10.374

=====

Tell me which of them is the least stable. Sure, it is version c.

=====

Version a
The following is a DFT calculation (ωB97M-V/def2-TZVPD) of a structure of composition C3H11N3.

XYZ file:
```
17
Properties=species:S:1:pos:R:3:lowdin_charge:R:1
C 2.0689 -0.8913 0.0277 -0.18
C -0.0278 0.4493 0.2755 -0.48
C -1.9812 -0.8195 0.0652 -0.28
H 2.0189 -2.2165 -0.2578 0.15
H 2.3178 -0.7247 1.1706 0.07
H 2.9009 -0.0903 -0.8492 0.16
H 0.5780 -0.6202 -1.0647 0.03
H -0.2389 0.1042 1.3667 0.14
H -0.0047 2.4776 -0.0743 0.14
H 1.5173 1.7710 0.5605 0.03
H -1.6786 1.0785 -1.0724 0.16
H -2.6086 -0.6640 1.1948 0.12
H -2.8453 -1.1496 -0.8144 0.11
H -1.2395 -1.9328 -0.0043 0.15
N 0.6030 -0.8208 -0.1446 -0.21
N 0.7833 1.6560 -0.1009 0.04
N -1.5401 0.5270 -0.0925 -0.16
```

Summary:
- HOMO-LUMO gap (eV) = 9.589

=====

Version b
The following is a DFT calculation (ωB97M-V/def2-TZVPD) of a cluster of 2 separate species, C3H11N3 in total.

XYZ file:
```
17
Properties=species:S:1:pos:R:3:lowdin_charge:R:1
C 1.4534 -1.3494 1.6779 -0.12
C 0.1690 1.9528 -0.3337 -0.15
C 0.0829 -2.0951 1.4134 -0.12
N -1.9931 0.7196 -2.9891 0.05
N -1.3595 1.3774 -2.1343 -0.24
N -0.5228 1.0186 -1.2203 -0.06
H 2.2714 -1.9157 1.9748 0.04
H 1.7067 -0.9674 0.7816 0.01
H 1.1748 -0.6884 2.4404 0.05
H 1.3258 1.8246 -0.4345 0.10
H 0.0274 3.0808 -0.5787 0.08
H -0.1962 1.7613 0.6549 0.04
H 0.0168 -2.8889 2.1307 0.05
H -0.7603 -1.5009 1.5321 0.03
H 0.1221 -2.4681 0.4178 0.05
H -1.9667 -0.2584 -3.0730 0.03
H -1.5517 2.3972 -2.2601 0.17
```

Summary:
- HOMO-LUMO gap (eV) = 9.628

=====

Version c
The following is a DFT calculation (ωB97M-V/def2-TZVPD) of a cluster of 2 separate species, C3H11N3 in total.

XYZ file:
```
17
Properties=species:S:1:pos:R:3:lowdin_charge:R:1
C 2.5778 0.0135 -0.9946 -0.14
C 1.6099 -1.3286 0.6640 -0.10
N 2.0634 -1.2574 -0.5057 -0.10
H 1.7521 0.7266 -1.0124 0.07
H 3.3310 0.3980 -0.2901 0.08
H 3.1791 -0.1478 -1.8817 0.06
H 1.3583 -2.2595 1.1646 0.07
H 1.4159 -0.3796 1.1789 0.06
N -1.4650 0.1280 -0.9719 0.00
C -1.6137 0.3202 0.4820 -0.41
N -2.7649 1.1592 0.7954 -0.02
H -2.4107 -0.1760 -1.2098 0.07
H -0.9416 -0.7315 -1.0762 0.05
H -0.6977 0.6719 0.9649 0.08
H -1.8067 -0.6329 0.9919 0.10
H -2.9416 1.8275 0.0456 0.07
H -2.6457 1.6685 1.6551 0.06
```

Summary:
- SMILES = C=NC.NCN
- HOMO-LUMO gap (eV) = 10.203

=====

Tell me which of them is the least stable. Sure, it is version a.

=====

Version a
The following is a DFT calculation (ωB97M-V/def2-TZVPD) of a cluster of 2 separate species, C3H11N3 in total.

XYZ file:
```
17
Properties=species:S:1:pos:R:3:lowdin_charge:R:1
C -3.0354 -1.3163 0.9308 -0.03
C -2.3012 -1.1339 -0.1664 -0.28
N -2.7379 -0.3013 -1.2586 0.01
H -4.0709 -1.1204 1.1431 0.04
H -2.4195 -1.4547 1.8133 0.04
H -1.2601 -1.4274 -0.2568 0.09
H -3.5791 0.1331 -0.8901 0.06
H -3.0445 -0.8391 -2.0644 0.07
N 3.1991 1.5633 -0.3656 -0.02
C 1.9352 0.9788 0.0341 -0.37
N 2.1139 -0.4006 0.4983 -0.02
H 3.8956 1.8448 0.3009 0.06
H 3.4941 1.9925 -1.2204 0.05
H 1.1439 0.8851 -0.7145 0.10
H 1.5103 1.7570 0.6936 0.10
H 2.9384 -0.7295 0.0192 0.05
H 2.2180 -0.4313 1.5033 0.05
```

Summary:
- SMILES = C=CN.NCN
- HOMO-LUMO gap (eV) = 9.714

=====

Version b
The following is a DFT calculation (ωB97M-V/def2-TZVPD) of a cluster of 2 separate species, C3H11N3 in total.

XYZ file:
```
17
Properties=species:S:1:pos:R:3:lowdin_charge:R:1
C -0.5798 -0.3135 0.9773 -0.14
N -1.5655 -0.5650 -0.0687 -0.20
C -2.3189 -1.8127 0.0857 -0.14
H -0.8667 -0.8972 1.8655 0.07
H -0.4958 0.7427 1.2066 0.08
H 0.3456 -0.7473 0.6059 0.05
H -2.2331 0.1757 -0.2300 0.09
H -2.6482 -1.9083 1.1278 0.07
H -3.1219 -1.8041 -0.6413 0.08
H -1.6176 -2.6475 -0.0314 0.08
N 2.1025 0.3127 -1.1024 0.05
C 2.4486 1.5151 -0.4721 -0.37
N 2.0605 2.6568 -0.9111 0.06
H 1.2785 -0.0519 -0.6390 0.03
H 2.0232 0.4872 -2.0913 0.08
H 2.7509 1.5035 0.5837 0.11
H 2.4376 3.3539 -0.2653 0.03
```

Summary:
- SMILES = [H]/N=C/N.CNC
- HOMO-LUMO gap (eV) = 9.837

=====

Tell me which of them is the least stable. Sure, it is version a.